Below is a cluster of 2 separate species, C4H6O in total, with properties calculated with ωB97M-V with the def2-TZVPD basis set.

```
11
Properties=species:S:1:pos:R:3:forces:R:3:nbo_charge:R:1
C -1.30576 0.48887 -0.35842 0.32 0.03 0.23 -0.43
C -0.32354 -0.37450 0.08148 -0.02 -0.05 0.01 -0.14
C 0.70914 0.26797 0.95650 -0.23 -0.02 -0.16 -0.18
O 0.25261 1.62595 1.01800 -0.12 0.19 -0.03 -0.42
C -0.84001 1.66808 0.27701 0.02 0.00 0.00 0.31
H -0.26881 -1.43898 -0.15590 0.08 0.27 0.13 0.21
H 0.72846 -0.10392 1.98899 0.11 -0.03 -0.26 0.23
H 1.71957 0.30510 0.52910 -0.17 -0.19 0.16 0.23
H -1.26174 2.67392 0.25412 0.01 -0.18 -0.03 0.19
H 0.64402 -2.67124 -2.33805 0.07 -0.04 -0.02 -0.01
H -0.05395 -2.44126 -2.25282 -0.06 0.02 -0.03 0.01
```
Positions in Å, forces in eV/Å.

Computed properties:
* SMILES: C1=CCOC=1.[H][H]
* relative energy (zero: lowest compared OMol25 entry of this formula, charge and spin): 91.33 kcal/mol
* charge: 0
* largest force on an atom: 0.4 eV/A
* E_tot: -231.078175 a.u.
* frontier orbital gap: 7.6 eV

Below is the molecule C4H6O at a distorted geometry, with properties calculated with ωB97M-V with the def2-TZVPD basis set.

```
11
Properties=species:S:1:pos:R:3:forces:R:3:nbo_charge:R:1
C -1.04499 -0.12280 -0.20472 -2.12 -1.23 1.81 0.39
C -2.34606 0.07637 0.01070 2.40 -0.38 -0.72 -0.52
C 0.28484 -0.66692 -0.42435 0.25 0.13 1.24 -0.03
C 1.49475 -0.00202 0.16693 1.41 1.12 -2.94 -0.63
O -0.00838 -1.78221 0.34814 -2.15 1.48 -1.20 -0.59
H -3.04531 -0.74727 0.12451 0.22 0.09 0.47 0.27
H -2.72842 1.09261 -0.06330 0.06 -0.16 -0.22 0.25
H 0.26876 -0.84571 -1.47804 0.79 -0.30 -1.10 0.19
H 2.03219 0.74942 -0.51865 -1.46 -0.11 1.08 0.21
H 2.25364 -0.76308 -0.00019 0.06 -0.54 1.28 0.24
H 1.26148 0.34892 1.15797 0.53 -0.09 0.29 0.23
```
Positions in Å, forces in eV/Å.

Computed properties:
* relative energy (zero: lowest compared OMol25 entry of this formula, charge and spin): 92.91 kcal/mol
* charge: 0
* largest force on an atom: 3.4 eV/A
* E_tot: -231.075657 a.u.
* frontier orbital gap (alpha / beta): 9.0 / 9.0 eV

Below is a structure of composition C4H6O, with properties calculated with ωB97M-V with the def2-TZVPD basis set.

```
11
Properties=species:S:1:pos:R:3:forces:R:3:nbo_charge:R:1
C 0.36420 -0.86675 -0.87767 0.05 -0.02 -0.18 -0.44
C 0.66961 0.04153 0.29312 0.28 0.08 0.05 -0.29
C -0.24686 1.24950 0.33256 0.18 0.27 -0.08 -0.06
O -1.39916 0.42470 0.05211 -0.16 -0.01 0.05 -0.52
C -0.61340 -0.75310 0.22778 -0.09 -0.36 0.08 0.09
H 0.98578 -1.75940 -0.83727 -0.14 0.12 -0.11 0.22
H 0.12025 -0.50889 -1.87359 -0.04 0.07 0.13 0.22
H 1.62012 -0.08544 0.79142 -0.28 0.01 0.38 0.22
H -0.07456 2.05940 -0.38598 -0.18 -0.18 -0.05 0.17
H -0.37015 1.67745 1.33704 0.23 -0.11 -0.18 0.18
H -1.04108 -1.55934 0.81734 0.15 0.12 -0.09 0.20
```
Positions in Å, forces in eV/Å.

Computed properties:
* relative energy (zero: lowest compared OMol25 entry of this formula, charge and spin): 39.12 kcal/mol
* charge: 0
* largest force on an atom: 0.5 eV/A
* E_tot: -231.161376 a.u.
* frontier orbital gap: 10.6 eV

Below is the molecule C4H6O at a distorted geometry, with properties calculated with ωB97M-V with the def2-TZVPD basis set.

```
11
Properties=species:S:1:pos:R:3:forces:R:3:nbo_charge:R:1
O 2.08027 0.96559 0.73974 -2.51 -1.37 -0.94 -0.52
C 1.02225 0.44039 0.39774 1.58 0.71 0.93 0.61
C -0.43494 0.96103 0.34089 0.17 0.61 -0.88 -0.54
C -0.84390 -0.32825 -0.42103 0.89 -0.50 -0.93 -0.40
C 0.62787 -0.94631 -0.20248 -1.73 0.42 1.98 -0.52
H -0.98951 1.14260 1.25975 0.37 -0.24 0.31 0.24
H -0.50961 1.92425 -0.21334 0.12 -0.67 0.13 0.24
H -1.63727 -0.90775 0.08473 0.34 0.30 -0.58 0.21
H -1.01639 -0.20327 -1.53550 -0.19 -0.02 1.49 0.21
H 0.55698 -1.74157 0.61258 0.49 0.99 -1.02 0.23
H 1.14424 -1.30671 -1.06308 0.48 -0.23 -0.48 0.23
```
Positions in Å, forces in eV/Å.

Computed properties:
* SMILES: O=C1CCC1
* relative energy (zero: lowest compared OMol25 entry of this formula, charge and spin): 8.16 kcal/mol
* charge: 0
* largest force on an atom: 3.0 eV/A
* E_tot: -231.210709 a.u.
* frontier orbital gap: 10.6 eV

Below is the molecule C4H6O at a distorted geometry, with properties calculated with ωB97M-V with the def2-TZVPD basis set.

```
11
Properties=species:S:1:pos:R:3:forces:R:3:nbo_charge:R:1
O -1.86277 0.00229 -0.12450 0.76 0.15 0.08 -0.52
C -0.66983 0.00962 0.02850 -0.57 0.03 -0.21 0.60
C 0.40211 1.11566 0.12808 -0.13 1.03 -0.63 -0.54
C 1.47024 -0.01775 -0.20909 1.11 -0.21 0.45 -0.41
C 0.36847 -1.09775 0.12705 -0.09 -2.08 0.96 -0.53
H 0.29174 2.03424 -0.56512 0.19 -1.62 0.97 0.24
H 0.39920 1.51500 1.18123 0.37 -0.54 -0.93 0.24
H 1.77291 -0.06853 -1.32036 -0.48 0.30 1.84 0.22
H 2.41644 -0.05334 0.48002 -1.77 0.12 -1.49 0.22
H 0.20893 -2.09506 -0.49912 0.45 2.27 1.21 0.24
H 0.38707 -1.40925 1.27213 0.15 0.56 -2.27 0.24
```
Positions in Å, forces in eV/Å.

Computed properties:
* SMILES: O=C1CCC1
* relative energy (zero: lowest compared OMol25 entry of this formula, charge and spin): 15.59 kcal/mol
* charge: 0
* largest force on an atom: 2.6 eV/A
* E_tot: -231.198874 a.u.
* frontier orbital gap: 10.5 eV

Below is the molecule C4H6O at a distorted geometry, with properties calculated with ωB97M-V with the def2-TZVPD basis set.

```
11
Properties=species:S:1:pos:R:3:forces:R:3:nbo_charge:R:1
C 2.38810 -0.28574 -0.04007 -1.60 0.56 0.86 -0.49
C 1.13730 0.17848 0.05674 -0.37 1.19 -0.62 0.14
O -0.02954 -0.51395 -0.24669 1.05 -0.01 0.27 -0.51
C -1.17802 0.24385 -0.23710 -0.48 -0.77 0.91 0.13
C -2.37196 -0.31139 0.10590 1.12 1.01 -0.77 -0.49
H 3.15415 0.40913 0.23567 0.37 0.11 -0.01 0.21
H 2.61076 -1.31910 -0.12603 0.19 -0.69 -0.46 0.21
H 0.94252 1.26861 0.30007 0.33 -1.36 -0.28 0.17
H -0.91140 1.30481 -0.46499 -1.08 -0.81 0.27 0.18
H -2.56173 -1.40215 0.29684 0.46 1.44 -0.15 0.23
H -3.18018 0.42746 0.11966 0.00 -0.68 -0.02 0.21
```
Positions in Å, forces in eV/Å.

Computed properties:
* SMILES: C=COC=C
* relative energy (zero: lowest compared OMol25 entry of this formula, charge and spin): 31.60 kcal/mol
* charge: 0
* largest force on an atom: 1.9 eV/A
* E_tot: -231.173364 a.u.
* frontier orbital gap: 10.0 eV

Below is the molecule C4H6O at a distorted geometry, with properties calculated with ωB97M-V with the def2-TZVPD basis set.

```
11
Properties=species:S:1:pos:R:3:forces:R:3:nbo_charge:R:1
C -1.28465 0.99503 1.60103 0.08 0.08 0.38 -0.13
C -0.42731 0.45456 0.95042 -1.68 0.61 -0.23 -0.12
C -0.39541 0.02975 -0.46382 0.48 -0.33 -0.47 -0.48
C 0.94031 -0.63909 -0.84614 -0.54 0.12 -0.34 -0.06
O 1.80409 -0.65203 0.26357 -0.21 0.22 0.45 -0.71
H -2.15460 1.45928 1.97599 -0.04 0.26 0.82 0.23
H -0.60508 0.94435 -1.03238 0.19 -0.35 -0.11 0.23
H -1.26215 -0.63361 -0.57429 0.34 0.03 -0.22 0.23
H 1.37621 -0.07119 -1.67988 0.17 -0.24 0.19 0.17
H 0.72167 -1.65987 -1.19021 0.32 0.13 0.08 0.17
H 1.28691 -0.22718 0.99571 0.90 -0.53 -0.55 0.47
```
Positions in Å, forces in eV/Å.

Computed properties:
* SMILES: C#CCCO
* relative energy (zero: lowest compared OMol25 entry of this formula, charge and spin): 59.72 kcal/mol
* charge: 0
* largest force on an atom: 1.8 eV/A
* E_tot: -231.128550 a.u.
* frontier orbital gap: 10.4 eV

Below is the molecule C4H6O at a distorted geometry, with properties calculated with ωB97M-V with the def2-TZVPD basis set.

```
11
Properties=species:S:1:pos:R:3:forces:R:3:nbo_charge:R:1
C -0.42946 -1.03446 0.45595 0.36 0.71 -0.05 -0.22
C -0.02189 0.04002 1.16328 0.46 0.11 -1.00 -0.23
C 0.43931 1.09752 0.18961 0.11 0.34 -0.17 -0.10
O 0.77465 0.38631 -0.96402 -0.18 0.20 -0.73 -0.51
C -0.14634 -0.67958 -1.01777 -0.15 -0.19 0.23 -0.10
H -0.91349 -2.01332 0.63367 0.47 0.91 0.59 0.23
H 0.18931 0.51308 2.10617 -0.93 -1.36 1.22 0.23
H 1.29935 1.72848 0.47474 -0.27 -0.46 0.14 0.19
H -0.42587 1.78392 0.06016 0.20 -0.03 -0.33 0.16
H 0.31787 -1.48222 -1.59946 -0.27 0.01 0.11 0.19
H -1.08344 -0.33975 -1.50234 0.18 -0.23 -0.01 0.16
```
Positions in Å, forces in eV/Å.

Computed properties:
* SMILES: C1=CCOC1
* relative energy (zero: lowest compared OMol25 entry of this formula, charge and spin): 24.99 kcal/mol
* charge: 0
* largest force on an atom: 2.0 eV/A
* E_tot: -231.183889 a.u.
* frontier orbital gap: 10.4 eV

Below is the molecule C4H6O, with properties calculated with ωB97M-V with the def2-TZVPD basis set.

```
11
Properties=species:S:1:pos:R:3:forces:R:3:nbo_charge:R:1
C -1.03037 -0.51721 0.01952 0.01 0.06 0.24 -0.59
C 0.15952 -0.88423 0.86530 0.21 -0.72 -0.54 0.17
C 1.26520 -0.31609 0.01707 0.05 -0.20 0.21 -0.27
O 0.71913 0.72387 -0.79887 0.06 0.06 0.08 -0.52
C -0.49611 0.90581 -0.09213 -0.26 0.33 0.20 -0.07
H -2.01777 -0.64363 0.46945 0.28 -0.03 0.12 0.22
H -0.98704 -1.02770 -0.95620 -0.05 0.25 0.14 0.24
H -0.22624 1.16504 0.96114 -0.17 0.54 -0.22 0.17
H 1.60249 -1.19205 -0.56623 0.09 0.06 0.02 0.23
H 2.13104 0.07967 0.56249 -0.19 -0.16 0.04 0.21
H -1.11984 1.70653 -0.48154 -0.02 -0.19 -0.30 0.22
```
Positions in Å, forces in eV/Å.

Computed properties:
* relative energy (zero: lowest compared OMol25 entry of this formula, charge and spin): 87.88 kcal/mol
* charge: 0
* largest force on an atom: 0.9 eV/A
* E_tot: -231.083671 a.u.
* frontier orbital gap: 8.7 eV

Below is the molecule C4H6O2 at a distorted geometry, with properties calculated with ωB97M-V with the def2-TZVPD basis set.

```
12
Properties=species:S:1:pos:R:3:forces:R:3:nbo_charge:R:1
C -1.28766 -0.22286 0.65978 0.88 -3.04 -0.34 -0.37
C -0.18942 -0.63573 1.53147 0.58 0.05 -1.68 -0.43
C 0.56480 -0.42233 -1.11366 -0.42 1.72 3.23 0.25
C 0.21043 0.13112 0.15943 -0.49 -0.18 -1.02 0.11
O 1.31141 0.36273 -1.88314 -0.64 -4.12 -2.01 -0.61
O 0.50179 1.51617 0.16900 -1.61 -1.75 -4.26 -0.73
H -1.73569 -1.08028 0.10855 -0.34 0.99 0.12 0.19
H -1.87468 0.65364 0.76213 -0.16 0.84 0.03 0.23
H 0.02314 -1.73665 1.33680 -0.19 1.17 0.40 0.16
H 0.29168 -1.44155 -1.32374 0.23 -0.04 -0.71 0.21
H 1.37594 1.12323 -1.37526 0.47 3.24 1.61 0.50
H 0.80826 1.75252 0.96864 1.69 1.12 4.63 0.49
```
Positions in Å, forces in eV/Å.

Computed properties:
* relative energy (zero: lowest compared OMol25 entry of this formula, charge and spin): 117.77 kcal/mol
* charge: 0
* largest force on an atom: 5.1 eV/A
* E_tot: -306.318623 a.u.
* frontier orbital gap (alpha / beta): 7.8 / 7.8 eV

Among the records above, which one has the lowest E_tot?
C4H6O2

Copy entry 3 word for word.
Below is a structure of composition C4H6O, with properties calculated with ωB97M-V with the def2-TZVPD basis set.

```
11
Properties=species:S:1:pos:R:3:forces:R:3:nbo_charge:R:1
C 0.36420 -0.86675 -0.87767 0.05 -0.02 -0.18 -0.44
C 0.66961 0.04153 0.29312 0.28 0.08 0.05 -0.29
C -0.24686 1.24950 0.33256 0.18 0.27 -0.08 -0.06
O -1.39916 0.42470 0.05211 -0.16 -0.01 0.05 -0.52
C -0.61340 -0.75310 0.22778 -0.09 -0.36 0.08 0.09
H 0.98578 -1.75940 -0.83727 -0.14 0.12 -0.11 0.22
H 0.12025 -0.50889 -1.87359 -0.04 0.07 0.13 0.22
H 1.62012 -0.08544 0.79142 -0.28 0.01 0.38 0.22
H -0.07456 2.05940 -0.38598 -0.18 -0.18 -0.05 0.17
H -0.37015 1.67745 1.33704 0.23 -0.11 -0.18 0.18
H -1.04108 -1.55934 0.81734 0.15 0.12 -0.09 0.20
```
Positions in Å, forces in eV/Å.

Computed properties:
* relative energy (zero: lowest compared OMol25 entry of this formula, charge and spin): 39.12 kcal/mol
* charge: 0
* largest force on an atom: 0.5 eV/A
* E_tot: -231.161376 a.u.
* frontier orbital gap: 10.6 eV